Record 1
C2H15N2O4 | ωB97M-V with the def2-TZVPD basis set

The geometry in ORCA input format:
```
! RIJCOSX wB97M-V def2-TZVPD def2/J DEFGRID3
* xyz 1 1
C 1.5195 -0.9830 -0.4634
C 0.3054 -0.5668 -1.0544
N 0.0454 0.6366 -1.5950
N 1.6824 -2.2731 0.3684
H 2.4112 -0.3830 -0.4120
H -0.5747 -1.2948 -1.0459
H -1.0037 0.7464 -1.4691
H 0.6793 1.4576 -1.5053
H 2.6889 -2.5905 0.1284
H 0.9717 -2.9307 -0.0368
H 1.5832 -2.0618 1.2744
H 3.4691 3.6330 1.1543
H 4.3751 2.4762 0.9576
O 3.4143 2.7287 0.8786
H -3.2630 0.4148 -1.0123
H -2.1863 0.4895 0.0895
O -2.4062 0.0738 -0.7320
H -3.0050 2.3172 1.7723
H -2.1345 2.9629 0.6509
O -2.3462 2.1061 1.1053
H -1.7663 -3.0651 1.2180
H -2.3129 -1.7744 0.6010
O -1.5339 -2.3640 0.6641
*
```

The value obtained for the HOMO-LUMO gap is 8.97 eV. The calculation puts the energy relative to the best compared isomer or geometry (same formula, charge and spin) at 52.6 kcal per mole.

---

Record 2
C49H80BrFN4O13S | ωB97M-V with the def2-TZVPD basis set

The geometry in ORCA input format:
```
! RIJCOSX wB97M-V def2-TZVPD def2/J DEFGRID3
* xyz 0 1
C -2.6908 8.3840 1.7779
C -2.7108 7.6109 0.6986
C -2.5970 6.4883 -0.4544
N -2.9167 5.1306 -0.0843
C -2.7442 4.1770 -1.1688
C -3.0359 2.6338 -0.8156
C -3.4983 2.2339 0.6974
C -2.5234 1.1020 1.3644
O -3.0782 0.3920 2.2851
Br -0.6202 0.8264 0.8822
C -2.8911 1.5143 -1.9357
C -3.1217 -0.0632 -1.7182
C -4.5821 -0.4782 -1.1693
C -4.5015 -2.0860 -0.8162
C -3.9119 -2.2255 0.6858
C -3.4713 -3.7461 1.0857
C -2.0917 -3.6865 1.9805
C -2.2817 -4.4010 3.4473
C -0.9502 -5.1386 3.9817
C 0.1444 -4.1663 4.6675
C -0.4669 -2.9663 5.5579
C 0.7243 -2.2466 6.4023
C 0.5889 -2.4416 8.0164
N 1.7092 -3.3114 8.5662
C 2.9323 -2.8132 9.2388
C 3.7090 -4.1699 9.5757
C 2.9040 -5.4589 9.1109
C 1.6114 -4.7753 8.4786
C -2.4362 1.9591 -3.4212
O -2.2710 1.0303 -4.5270
C -3.5964 0.9315 -5.1132
N -4.4954 0.6702 -5.9175
C -2.1509 3.4723 -3.7098
C -1.6489 3.8888 -5.1902
C -2.8437 4.1726 -6.2452
C -2.1809 4.0037 -7.7393
C -2.1568 5.3723 -8.5911
O -1.0588 6.2750 -8.1813
C -2.2990 4.6370 -2.6032
N -1.9680 5.9807 -3.0475
C -2.1188 6.8555 -1.9085
S -1.6929 8.6724 -2.2050
O -2.8517 9.5826 -1.8536
O -0.5863 8.9738 -1.1872
F -1.0270 8.9381 -3.7284
H -2.9377 8.7513 2.8516
H -3.4271 3.1435 1.4282
H -4.6211 1.9179 0.7384
H -2.2799 -0.5087 -1.0437
H -2.9936 -0.6102 -2.7431
H -5.4211 -0.3530 -1.9540
H -4.9014 0.0324 -0.1908
H -5.6147 -2.4386 -0.7577
H -3.9278 -2.6842 -1.6134
H -2.9252 -1.6056 0.7021
H -4.6914 -1.8692 1.4501
H -3.3753 -4.4497 0.1776
H -4.2842 -4.1638 1.7881
H -1.2264 -4.2075 1.4257
H -1.7578 -2.6044 2.2061
H -2.7495 -3.6527 4.1889
H -3.0737 -5.2420 3.2618
H -1.1872 -5.9845 4.7326
H -0.4202 -5.6555 3.0820
H 0.7719 -4.8326 5.3959
H 0.9280 -3.7480 3.9083
H -0.8680 -2.1519 4.8235
H -1.3047 -3.3064 6.2870
H 1.7755 -2.6184 6.1104
H 0.7134 -1.0934 6.2230
H -0.4066 -2.9639 8.3078
H 0.6727 -1.4319 8.5962
H 3.2550 -1.7378 9.4677
H 4.7371 -4.2494 10.0790
H 3.1726 -6.5721 9.1977
H 0.7540 -5.3827 8.0048
H -0.9942 4.8556 -5.1732
H -1.0151 3.0220 -5.6158
H -3.1411 5.2983 -6.1456
H -3.7574 3.4825 -6.1269
H -2.7694 3.1922 -8.3323
H -1.0797 3.6245 -7.6892
H -1.9268 5.1165 -9.7089
H -3.1758 5.9145 -8.6030
H -0.3422 6.2126 -8.8702
C -5.3178 -9.7081 1.8000
O -6.4100 -8.8691 1.4482
C -6.1359 -7.4904 1.6974
C -5.7794 -6.7537 0.4087
O -4.5313 -7.2048 -0.1183
C -4.6979 -8.1011 -1.2091
H -5.5041 -10.7008 1.3847
H -4.3726 -9.3368 1.3992
H -5.2515 -9.7917 2.8891
H -5.3439 -7.3778 2.4464
H -7.0519 -7.0532 2.1093
H -5.6646 -5.6885 0.6329
H -6.5775 -6.8563 -0.3364
H -5.0095 -7.5467 -2.0994
H -5.4280 -8.8833 -0.9862
H -3.7348 -8.5745 -1.4107
C 4.7583 1.4835 1.9006
O 3.9990 1.9151 0.7778
C 2.7233 2.4335 1.1554
C 2.7173 3.9602 1.1382
O 3.5586 4.4936 2.1605
C 4.8082 4.9423 1.6523
H 5.7852 1.3118 1.5716
H 4.7703 2.2304 2.6966
H 4.3511 0.5419 2.2814
H 2.4193 2.0501 2.1359
H 2.0011 2.0719 0.4151
H 1.7011 4.3101 1.3464
H 3.0096 4.3432 0.1530
H 4.6709 5.8819 1.1090
H 5.2719 4.2006 0.9969
H 5.4751 5.1212 2.4981
C 6.6694 1.9133 -1.0772
O 7.9303 2.2840 -1.6194
C 9.0144 1.9216 -0.7647
C 9.7131 0.6581 -1.2607
O 8.8627 -0.4831 -1.1475
C 8.2880 -0.8541 -2.3936
H 5.9180 2.0139 -1.8633
H 6.6647 0.8800 -0.7241
H 6.4081 2.5872 -0.2559
H 8.6744 1.8022 0.2702
H 9.7300 2.7507 -0.7892
H 10.5871 0.4687 -0.6295
H 10.0639 0.7825 -2.2922
H 9.0450 -1.3319 -3.0227
H 7.8603 0.0047 -2.9172
H 7.4895 -1.5733 -2.1994
C 1.1776 3.1976 -3.2380
O 0.8411 1.9727 -3.8774
C 1.7848 1.6117 -4.8864
C 2.7422 0.5314 -4.3891
O 3.5963 1.0292 -3.3598
C 3.1763 0.6186 -2.0645
H 0.5545 3.2984 -2.3463
H 2.2257 3.2242 -2.9333
H 0.9650 4.0350 -3.9098
H 2.3341 2.4909 -5.2414
H 1.2118 1.2108 -5.7299
H 3.3870 0.2242 -5.2186
H 2.1921 -0.3529 -4.0455
H 3.4145 -0.4391 -1.9162
H 2.1057 0.7815 -1.9124
H 3.7237 1.2073 -1.3260
*
```

The value obtained for the HOMO-LUMO gap is 5.55 eV. Its SMILES is C#Cc1nc2c(CC(=O)Br)c(CCCCCCCCCCCCn3cccc3)c(OC#N)c(CCCCO)c2nc1S(=O)(=O)F.COCCOC.COCCOC.COCCOC.COCCOC.

---

Record 3
H2O4S2 | ωB97M-V with the def2-TZVPD basis set

The geometry in ORCA input format:
```
! RIJCOSX wB97M-V def2-TZVPD def2/J DEFGRID3
* xyz 0 1
O -2.1016 -0.9583 -0.7143
S -1.2331 0.2108 -0.6270
O -0.8979 0.6170 0.9178
S 0.8033 -0.6951 -0.7005
O 0.8750 -1.1135 0.7487
O 1.5193 0.7692 -0.8551
H -0.3367 -0.1221 1.2912
H 1.3716 1.2919 -0.0608
*
```

The value obtained for the HOMO-LUMO gap is 9.62 eV. The calculation puts the energy relative to the best compared isomer or geometry (same formula, charge and spin) at 0.9 kcal per mole. Its SMILES is O=S(O)#S(=O)O.

---

Record 4
C4H4Li2O5 | ωB97M-V with the def2-TZVPD basis set

The geometry in ORCA input format:
```
! RIJCOSX wB97M-V def2-TZVPD def2/J DEFGRID3
* xyz -1 2
O -1.0227 0.3544 -2.0238
O 0.3956 0.7662 -0.3576
C 0.8825 -1.0592 1.2103
C 1.6295 -2.1466 0.4846
O 1.3518 -2.2181 -0.8579
C -0.6897 1.0183 -1.0049
H 1.3958 -0.5082 2.0071
H -0.1986 -1.2197 1.3093
H 1.3898 -3.1065 1.0178
H 2.7187 -1.9874 0.6910
O -1.4432 2.5303 0.7048
O -2.5097 2.5657 -1.2277
C -1.6063 2.0940 -0.4741
Li 0.6031 -0.8540 -1.7514
Li -2.8966 3.7709 0.2726
*
```

The expectation value of S² is 0.75. The value obtained for the HOMO-LUMO gap (alpha / beta) is 4.01 / 4.86 eV. The calculation puts the energy relative to the best compared isomer or geometry (same formula, charge and spin) at 0.0 kcal per mole.

---

Record 5
C10H9AsN3O5ReS5 | ωB97M-V with the def2-TZVPD basis set

The geometry in ORCA input format:
```
! RIJCOSX wB97M-V def2-TZVPD def2/J DEFGRID3
* xyz 2 1
Re -1.5027 1.1520 -1.4432
O -2.5334 -4.7311 0.0186
C -2.2563 -3.4961 -0.3531
C -1.9834 -3.1250 -1.6853
C -1.7027 -1.7986 -1.9261
N -1.6704 -0.9073 -0.9489
C -1.9830 -1.2287 0.3011
C -2.2717 -2.5190 0.6656
C -1.9144 0.0173 1.1419
O -1.5986 0.0650 2.2900
O -2.1099 1.1377 0.3783
C -1.4732 -1.1353 -3.2592
O -1.2974 -1.6465 -4.3064
O -1.5077 0.2544 -3.1101
H -2.5402 -5.3561 -0.7200
H -2.0185 -3.8321 -2.5021
H -2.5274 -2.7873 1.6798
S 2.0515 5.0999 -4.3676
As 0.8657 3.5604 -3.9616
S 0.6110 1.6185 -1.0520
S -2.0557 3.1886 -2.0609
S -0.7176 4.6147 -2.5662
S 1.6192 -0.0883 -0.3242
C 2.1892 0.5853 1.2092
N 1.4551 0.9911 2.2182
C 2.2936 1.3872 3.3628
C 3.7268 1.1863 2.8179
N 3.4761 0.6544 1.4693
H 0.4395 1.0166 2.2262
H 2.0724 0.7357 4.2081
H 2.0866 2.4185 3.6413
H 4.3073 0.4743 3.4017
H 4.2791 2.1223 2.7400
H 4.1909 0.3716 0.8167
*
```

The value obtained for the HOMO-LUMO gap (alpha / beta) is 5.93 / 5.95 eV. The calculation puts the energy relative to the best compared isomer or geometry (same formula, charge and spin) at 13.9 kcal per mole.

---

Record 6
C15H15CaN2O6 | ωB97M-V with the def2-TZVPD basis set

The geometry in ORCA input format:
```
! RIJCOSX wB97M-V def2-TZVPD def2/J DEFGRID3
* xyz 1 1
O -0.0656 0.2994 -5.7413
C -0.7232 -0.5346 -5.0243
Ca 0.9304 0.5507 -3.8248
O -3.1101 -0.5392 -4.5208
C -1.9692 -0.1036 -4.3656
C -1.8187 1.1810 -3.5799
O -2.4049 1.7934 -2.7653
C -0.2662 -1.9814 -4.8772
O 0.9324 -2.0734 -4.4788
C -1.2434 -3.0504 -4.8075
O -2.1050 -3.1873 -3.9596
H -0.9495 -3.7251 -5.6095
C 2.0828 2.6261 3.7384
C 0.6882 2.0517 3.7148
N 0.4763 0.9676 2.7236
C 1.1852 -0.2875 3.0146
C 1.1128 -0.6812 4.4840
C 0.3609 1.3819 1.3939
O 0.5560 2.5463 1.0450
C -0.1077 0.3648 0.3935
C -0.9506 -0.6972 0.7304
C -1.4183 -1.5324 -0.2789
C -1.0834 -1.2481 -1.6030
N -0.2958 -0.2073 -1.9200
C 0.1738 0.6043 -0.9558
H 2.8301 1.8620 3.9809
H 2.1282 3.4084 4.5019
H 2.3199 3.0821 2.7720
H 0.4405 1.6028 4.6805
H -0.0361 2.8381 3.4766
H 0.7495 -1.0843 2.4024
H 2.2469 -0.1986 2.7107
H 0.0956 -0.6006 4.8824
H 1.4209 -1.7281 4.5689
H 1.7917 -0.0829 5.1023
H -1.2253 -0.8516 1.7747
H -2.0515 -2.3944 -0.0843
H -1.4609 -1.8519 -2.4296
H 0.7635 1.4803 -1.2651
*
```

The value obtained for the HOMO-LUMO gap (alpha / beta) is 7.26 / 6.36 eV. The calculation puts the energy relative to the best compared isomer or geometry (same formula, charge and spin) at 21.3 kcal per mole.

---

Record 7
C33H53FN5O12S | ωB97M-V with the def2-TZVPD basis set

The geometry in ORCA input format:
```
! RIJCOSX wB97M-V def2-TZVPD def2/J DEFGRID3
* xyz 1 1
C 0.8935 2.8581 0.0294
C 1.0678 2.9959 -1.5010
C -0.0430 2.3707 -2.3395
C -0.2139 0.8534 -2.2408
C 1.1432 0.1772 -2.3744
N -0.7986 0.3854 -0.9594
C -1.9062 0.8250 -0.4310
N -2.7526 1.7823 -0.8988
C -3.7125 1.9275 0.0009
C -4.7760 2.9524 -0.1849
C -4.0694 4.2732 -0.4821
N -4.0286 5.2552 0.3130
N -3.5695 1.0922 1.0491
S -4.5678 0.9575 2.4205
N -2.4149 0.4033 0.7495
F -1.9477 -0.5090 1.5962
H 1.6937 2.2389 0.4187
H -0.0805 2.5026 0.3460
H 1.0180 3.8357 0.4838
H 2.0591 2.6584 -1.7767
H 1.0498 4.0579 -1.7239
H -0.9572 2.9210 -2.1359
H 0.1932 2.5581 -3.3850
H -0.8248 0.4723 -3.0528
H 1.7044 0.6903 -3.1381
H 1.7006 0.3032 -1.4503
H 1.0661 -0.8805 -2.5680
H -0.3090 -0.3479 -0.4469
H -5.4589 2.6663 -0.9750
H -5.2894 3.0777 0.7624
H -3.5528 4.3250 -1.4321
H -4.5520 5.0559 1.1665
H -3.6662 1.1512 3.4070
O 1.9666 -2.3104 -0.7997
C 1.0936 -2.9366 -0.2896
O -0.1595 -2.4041 -0.0902
C -0.9750 -3.3503 0.6412
C -0.3339 -4.7072 0.3925
C 1.1421 -4.3466 0.2528
H -0.9639 -3.0705 1.6976
H -1.9971 -3.2956 0.2715
H -0.5377 -5.4292 1.1779
H -0.6994 -5.1234 -0.5456
H 1.6535 -4.3297 1.2162
H 1.6705 -5.0003 -0.4336
O 3.0908 3.0315 4.3301
C 1.9545 3.3911 4.3068
O 1.5562 4.5877 3.7971
C 0.1443 4.7634 4.0103
C -0.4089 3.3576 4.1900
C 0.7581 2.6347 4.8479
H 0.0009 5.3832 4.8973
H -0.2902 5.2703 3.1517
H -1.3306 3.3283 4.7699
H -0.6094 2.9125 3.2108
H 0.7379 2.7309 5.9338
H 0.8090 1.5868 4.5674
O 0.1807 3.3148 -5.9773
C -0.6151 4.2018 -5.8578
O -0.4334 5.2262 -4.9991
C -1.5911 6.0835 -4.9936
C -2.2856 5.8217 -6.3230
C -1.9441 4.3528 -6.5710
H -2.2142 5.8130 -4.1380
H -1.2657 7.1137 -4.8784
H -3.3519 6.0352 -6.2986
H -1.8372 6.4390 -7.1017
H -2.6643 3.6770 -6.1070
H -1.8417 4.1149 -7.6255
O -1.5545 -0.5699 7.7796
C -0.4695 -0.9176 7.4217
O 0.5303 -0.0391 7.1636
C 1.6768 -0.7376 6.6388
C 1.5219 -2.1764 7.1125
C 0.0029 -2.3327 7.1463
H 1.6600 -0.6556 5.5492
H 2.5830 -0.2678 7.0109
H 2.0302 -2.8945 6.4725
H 1.9262 -2.2789 8.1197
H -0.3976 -2.6480 6.1814
H -0.3383 -3.0074 7.9254
O 3.5119 -1.7525 -4.6054
C 3.2026 -0.9486 -5.4327
O 2.0723 -0.2051 -5.3373
C 1.9016 0.6033 -6.5201
C 3.2966 0.7223 -7.1193
C 3.9303 -0.6108 -6.7200
H 1.2050 0.0948 -7.1910
H 1.4792 1.5607 -6.2279
H 3.2860 0.9098 -8.1908
H 3.8350 1.5411 -6.6400
H 3.7287 -1.3977 -7.4479
H 4.9992 -0.5354 -6.5445
O -0.0192 -8.0722 0.1743
C 0.4933 -8.3409 1.2193
O 1.1780 -7.4251 1.9532
C 1.7743 -8.0588 3.1029
C 0.9520 -9.3193 3.3350
C 0.5320 -9.6876 1.9126
H 2.8177 -8.2790 2.8707
H 1.7393 -7.3691 3.9428
H 1.5040 -10.0997 3.8535
H 0.0686 -9.0810 3.9289
H 1.2748 -10.3108 1.4132
H -0.4410 -10.1671 1.8693
*
```

The value obtained for the HOMO-LUMO gap is 8.73 eV.

---

Record 8
C34H65AlBrCl3N2O9SSi | ωB97M-V with the def2-TZVPD basis set

The geometry in ORCA input format:
```
! RIJCOSX wB97M-V def2-TZVPD def2/J DEFGRID3
* xyz 0 1
C 3.2205 0.4917 4.1826
C 1.9397 -0.4063 3.6544
Si 1.8115 -0.0939 1.7191
S 0.0263 -1.1185 1.0723
C 3.4579 -0.7484 0.9738
C 3.4259 -1.0925 -0.6247
C 2.4977 -2.3672 -1.0599
C 2.4498 -3.6076 0.0063
O 3.5573 -4.5957 -0.2125
C 1.5062 1.7956 1.5131
C 1.7592 2.3837 0.0043
C 0.5577 3.5058 -0.2906
C -0.8704 2.8229 -0.7283
C -2.0772 2.9893 0.3696
C -3.4956 2.3917 -0.2717
C -3.4832 0.7217 -0.2060
C -4.8467 0.1353 0.4964
C -4.6596 -1.3134 1.2417
O -4.2491 -2.4166 0.3341
C -4.6121 -3.7345 0.9009
H 3.8290 0.9562 3.2723
H 3.9958 -0.1227 4.8260
H 2.7764 1.4220 4.7678
H 2.1732 -1.5583 3.7605
H 0.9429 -0.1539 4.2157
H -0.1999 -2.1924 1.9719
H 3.8817 -1.6499 1.6178
H 4.2590 0.1257 1.1116
H 3.0632 -0.1664 -1.2522
H 4.5508 -1.2933 -0.9658
H 1.4245 -1.9868 -1.3329
H 2.9767 -2.7979 -2.0640
H 2.3589 -3.3044 1.1325
H 1.4559 -4.2224 -0.2407
H 4.2931 -4.3940 0.4368
H 0.3731 1.9852 1.8361
H 2.1525 2.3855 2.3195
H 2.7626 3.0265 0.0557
H 1.8248 1.5798 -0.8430
H 0.9351 4.1692 -1.2035
H 0.4045 4.2339 0.6185
H -0.7450 1.6857 -0.9757
H -1.2475 3.3498 -1.7277
H -2.2480 4.1254 0.6031
H -1.8586 2.3897 1.3634
H -3.6642 2.7731 -1.3901
H -4.4501 2.7639 0.3278
H -2.4865 0.4523 0.3789
H -3.4310 0.3528 -1.3249
H -5.2301 0.9240 1.2894
H -5.6723 -0.0028 -0.3388
H -3.8955 -1.2746 2.1308
H -5.6998 -1.6285 1.6916
H -5.7392 -3.7709 1.2400
H -3.8761 -3.9480 1.8073
H -4.4648 -4.6167 0.1291
Al -5.6392 -0.5050 3.0336
C 1.7456 8.7685 2.3620
C 0.7818 7.6058 2.1480
C 1.3569 6.2642 2.6065
C 2.6182 5.9501 1.8185
N 3.6645 5.6894 1.1648
H 2.6623 8.6469 1.7762
H 1.2822 9.7090 2.0473
H 2.0209 8.8607 3.4189
H 0.5193 7.5540 1.0843
H -0.1439 7.8055 2.6988
H 0.6242 5.4665 2.4451
H 1.5972 6.2935 3.6749
C -3.5915 0.2527 -4.8188
Cl -2.3832 1.4737 -4.4018
Cl -4.0959 -0.6571 -3.3896
H -4.4640 0.7486 -5.2511
H -3.1616 -0.4389 -5.5474
C 4.8410 -4.1018 4.2624
C 5.7558 -3.6026 5.3676
O 5.0122 -3.3033 6.5557
C 4.6156 -4.3758 7.2859
O 4.8384 -5.5466 7.0230
O 3.8999 -3.9218 8.3458
C 3.3325 -4.9593 9.1428
H 4.0295 -3.3893 4.0834
H 5.3996 -4.2465 3.3337
H 4.3727 -5.0535 4.5317
H 6.2298 -2.6683 5.0481
H 6.5599 -4.3154 5.5831
H 4.0943 -5.6753 9.4671
H 2.5401 -5.4652 8.5832
H 2.8902 -4.5016 10.0321
C -7.8115 -2.5074 -8.3294
C -7.1168 -2.0874 -9.4648
C -5.7471 -1.8268 -9.3907
C -5.0792 -1.9953 -8.1699
C -5.7757 -2.4094 -7.0267
C -7.1458 -2.6642 -7.1125
N -3.6346 -1.7476 -8.0915
O -3.0577 -1.3643 -9.1201
O -3.0739 -1.9398 -7.0031
H -8.8783 -2.7148 -8.3935
H -7.6429 -1.9660 -10.4093
H -5.2201 -1.5003 -10.2845
H -5.2708 -2.5395 -6.0718
H -7.6948 -2.9891 -6.2314
C 0.8695 1.9139 -5.7238
C 1.9716 2.5269 -4.9018
O 1.8708 2.6395 -3.6812
C 3.2017 2.9968 -5.6312
H 0.0452 1.6212 -5.0648
H 0.4965 2.6428 -6.4478
H 1.2402 1.0230 -6.2370
H 2.9327 3.7740 -6.3510
H 3.6764 2.1542 -6.1403
H 3.9121 3.4168 -4.9113
O 5.5746 -6.5368 10.8892
H 6.2687 -6.4683 10.2592
Br 0.5217 -3.1217 -0.7424
Cl -6.6783 1.9473 1.9473
*
```

The value obtained for the HOMO-LUMO gap is 1.13 eV.

---

Record 9
C2H3BrFI | ωB97M-V with the def2-TZVPD basis set

The geometry in ORCA input format:
```
! RIJCOSX wB97M-V def2-TZVPD def2/J DEFGRID3
* xyz 0 1
C 0.9613 0.4838 0.2369
C -1.7517 -0.3915 1.0148
F -2.5998 0.6029 0.7122
Br -1.4697 -0.6117 2.7938
I 1.6300 0.5499 2.2013
H 0.8799 -0.4306 -0.2103
H 0.9137 1.4074 -0.4281
H -1.9307 -1.2854 0.2627
*
```

The value obtained for the HOMO-LUMO gap (alpha / beta) is 8.25 / 8.29 eV. The calculation puts the energy relative to the best compared isomer or geometry (same formula, charge and spin) at 94.0 kcal per mole.